C19H21BF24NO4S2 | wB97M-V/def2-TZVPD

Element x y z (Å)
1 F -0.087783 -2.664581 0.817791
2 H 5.943837 -2.059992 3.034400
3 C -0.778469 -2.021667 -1.313209
4 H 2.193914 -2.179574 3.543807
5 F -2.705851 0.236553 -6.856714
6 H -1.067756 -5.269990 -4.118873
7 C 0.281681 -3.571285 -4.086829
8 C -4.048063 -0.553677 -5.088435
9 F -0.233855 3.445100 8.102014
10 F -4.822562 4.407326 -6.145467
11 H -0.602555 -1.725728 -4.528809
12 H -2.296386 4.070340 -6.222196
13 F -2.179923 -0.039174 6.872809
14 F -1.624800 -3.074387 -1.350448
15 H 1.325571 4.625841 7.720663
16 H -5.058521 -0.887183 -4.838266
17 C -4.249506 3.226480 -5.819960
18 F -0.113922 -0.217910 5.199831
19 H 6.957942 -0.015795 3.649311
20 H -1.707720 -2.779083 -3.690892
21 H -0.451600 2.363058 4.131357
22 C 3.657143 -2.353749 1.754385
23 H 3.009752 -2.694498 0.944517
24 C 0.283390 4.488251 7.429261
25 C 1.943288 0.550912 1.697383
26 F -2.218749 2.137017 6.701552
27 N 1.689169 -0.577590 1.956058
28 F -2.142070 2.400627 -5.144992
29 F -1.089362 4.264730 5.501525
30 C 6.310652 -1.503955 2.177315
31 C -4.887576 1.146482 -6.905974
32 C 6.711450 -0.075724 2.592224
33 F 0.787820 5.344296 5.349261
34 C -0.678355 -2.433785 -3.706523
35 O 0.873679 3.164435 5.530758
36 F 0.838949 -5.851563 -4.149041
37 H 5.887244 0.593983 2.369252
38 F 0.309767 -3.593931 -5.457800
39 C 0.253826 2.051420 4.901348
40 B 2.808917 -1.414485 2.792006
41 H 1.000873 -1.367466 -0.252587
42 C -0.338553 0.969186 5.815011
43 C -1.846278 1.001934 6.072106
44 F -3.657849 0.383525 -4.212021
45 H 3.867878 -0.900214 4.390386
46 S 5.021536 -1.515582 0.911247
47 O -0.368833 -1.662499 -2.567856
48 O 3.634795 -0.476302 3.570185
49 F -3.202067 -1.608889 -4.979217
50 F -1.474141 -0.980654 -0.807452
51 H 1.072587 1.563768 4.371427
52 O -4.303038 2.431930 -6.929691
53 F -0.427234 5.595619 7.758106
54 H -2.396049 0.910778 5.132334
55 H 3.987322 -3.254138 2.270719
56 S 2.232673 1.949853 0.966502
57 C 0.402044 -2.271676 -0.371787
58 F -0.163796 -5.132801 -2.347305
59 F 1.174152 -3.268547 -0.861697
60 F 0.320417 0.946375 6.997613
61 F -2.824877 4.303596 -4.306727
62 C -3.982961 -0.035491 -6.526765
63 F -4.949755 2.714202 -4.796599
64 C -2.804007 3.537631 -5.416070
65 H 7.190423 -2.017244 1.793299
66 F 1.528218 -3.298496 -3.663269
67 H -5.154876 0.959302 -7.944481
68 C -0.103360 -4.996271 -3.681470
69 H -5.818242 1.133737 -6.338300
70 C 0.189997 4.267132 5.915547
71 F -4.394909 -1.084308 -7.300321
72 H 7.565303 0.244463 1.994735

Force components x, y, z for each atom (eV/Å):
-0.1 -0.1 0.0
-0.1 -0.1 0.0
-0.2 0.2 -0.1
-0.1 0.1 -0.1
0.0 0.0 0.0
0.0 0.0 0.0
0.3 0.2 0.3
-0.1 -0.2 0.1
-0.1 0.0 0.0
-0.1 0.1 0.0
0.0 0.0 0.0
0.0 0.0 0.0
0.0 0.0 0.0
0.0 -0.1 0.0
0.0 0.0 0.0
0.0 0.0 0.0
-0.2 0.0 -0.1
-0.1 0.0 -0.1
0.1 0.1 0.1
0.0 -0.2 0.1
-0.2 0.0 0.1
-0.6 0.5 0.1
0.0 -0.1 -0.1
0.1 0.1 0.1
-0.4 -0.2 -1.5
0.0 0.1 0.0
0.9 0.4 0.9
0.0 -0.1 0.0
-0.1 0.0 0.0
0.1 0.5 0.3
-0.5 0.0 -0.3
-0.1 -0.3 -0.4
0.0 0.2 -0.1
-0.2 0.3 -0.2
-0.1 -0.3 0.5
0.0 0.0 0.0
-0.1 0.1 0.2
-0.1 -0.1 -0.1
0.3 0.0 -0.7
-0.2 -1.0 0.7
0.0 0.0 0.1
0.3 0.1 0.2
-0.1 -0.1 -0.1
0.0 0.1 0.0
0.0 -0.1 0.3
0.2 -0.3 -0.4
0.5 -0.3 0.0
-0.1 0.2 -0.4
-0.2 0.1 -0.1
-0.1 0.0 0.1
0.0 -0.1 0.1
0.5 -0.3 0.1
0.0 0.0 0.0
0.0 0.0 0.0
0.3 -0.1 -0.1
-0.1 0.5 0.5
0.1 0.0 0.1
0.0 0.0 0.1
0.0 0.0 -0.1
-0.1 0.0 0.0
0.0 0.0 0.1
0.3 0.2 -0.1
0.0 -0.1 0.1
0.1 0.1 0.0
0.0 -0.2 0.0
0.0 0.0 0.0
0.0 0.0 0.0
-0.1 -0.1 -0.1
0.1 0.0 0.2
0.1 0.0 -0.2
-0.1 -0.1 0.0
0.1 0.1 0.1

As for the spin multiplicity: 1. As for the HOMO-LUMO gap: 5.960 eV. Its net charge is -1.

C8H16Cl2LuO | wB97M-V/def2-TZVPD

Element x y z (Å)
1 H -0.388762 2.322844 -1.261877
2 H 0.899640 -2.354933 -1.127236
3 C 2.304490 -1.169628 -0.076252
4 C -0.373716 1.313629 -1.697431
5 C -1.008198 0.298857 -0.694929
6 H -3.456016 -0.969926 2.953189
7 H -1.914836 -1.868013 2.904135
8 H 0.492279 -0.956575 -2.953499
9 H 2.458950 -0.138875 0.273481
10 Lu -0.910805 1.868907 2.378511
11 C 1.115728 -1.293298 -0.922688
12 H 1.312645 1.461752 -3.039643
13 H -0.348711 -1.134081 0.849603
14 C 1.249047 -0.560257 -2.267361
15 Cl 1.491677 1.848815 2.446307
16 H -2.405592 -1.010999 4.396394
17 C -0.119073 -0.684998 -0.123503
18 H 2.212757 -1.790406 0.823534
19 C 1.055194 0.947922 -2.104028
20 O -1.756782 0.183496 2.854488
21 H -1.568066 0.866688 0.093271
22 H -1.807438 -0.228978 -1.254116
23 H 1.746250 1.316844 -1.336026
24 Cl -2.306665 3.599430 1.482941
25 H 3.213591 -1.494121 -0.599954
26 C -2.416591 -0.977828 3.301210
27 H 2.236173 -0.755347 -2.703983
28 H -1.007177 1.359084 -2.594539

Force components x, y, z for each atom (eV/Å):
0.1 -0.1 0.0
0.3 -0.1 -0.1
1.8 0.0 1.0
-0.2 0.0 0.3
-1.4 0.5 -0.8
0.0 -0.1 0.1
-0.1 0.0 0.1
0.0 0.1 -0.1
-0.1 -0.2 -0.1
0.9 -1.6 -1.1
-3.4 0.9 0.2
0.0 0.0 0.1
0.0 0.1 -0.4
-0.1 0.0 0.3
0.7 0.5 0.5
-0.1 -0.1 0.0
2.7 -0.6 1.3
0.0 0.1 -0.1
0.1 0.1 0.1
-0.7 -0.5 0.9
0.1 -0.4 -0.6
-0.6 0.3 -0.6
0.0 -0.1 -0.1
-0.5 0.8 -0.2
0.2 -0.1 0.0
0.4 0.6 -0.4
0.0 -0.1 0.0
0.1 0.0 0.1

As for the spin multiplicity: 1. As for the HOMO-LUMO gap (spin up / spin down): 3.429 / 3.429 eV. The energy relative to the best compared isomer or geometry (same formula, charge and spin) is 15.8 kcal/mol. Its net charge is -1.

C19H14AsCl3NO7S2Sn | wB97M-V/def2-TZVPD

Element x y z (Å)
1 N -0.576108 -1.959779 -2.897686
2 C -1.946175 3.450687 -0.417413
3 C -6.686813 4.263407 -0.361939
4 C -1.855406 2.069856 -0.217052
5 C -3.078626 4.144565 -0.030268
6 Sn 2.091281 -0.197478 -1.682674
7 O 3.941124 -0.168905 -0.695417
8 H 3.173396 1.306230 -3.863148
9 C -4.052506 2.103638 0.787083
10 Cl -3.777295 -1.871674 -1.285114
11 C -6.181569 3.623680 -1.626314
12 H -2.842275 0.343506 0.577015
13 O 0.963025 -3.499617 0.837021
14 H -5.591045 2.731325 -1.436255
15 Cl -3.325336 -4.266359 -2.845863
16 H -4.873532 1.587070 1.268424
17 S -5.599874 4.366654 1.053108
18 C -1.453463 -2.473462 -2.368883
19 O 1.751109 -1.183742 0.587546
20 O 2.319483 -2.789950 -1.080622
21 H 6.276808 -1.629792 2.508850
22 C -0.689818 1.355412 -0.626582
23 H 2.802204 -4.995603 1.561853
24 C 5.657969 -3.673536 2.813843
25 H 6.523689 -3.934684 3.409317
26 H -3.144837 5.213288 -0.191207
27 O -7.786635 4.741277 -0.252903
28 O 5.975783 0.389725 1.143836
29 C 3.447351 -2.985504 1.286347
30 C -2.922205 1.407271 0.399533
31 S 1.982578 -2.614265 0.335073
32 O 3.379572 0.738520 1.882035
33 C 2.979650 1.421796 -2.796254
34 H -1.117507 3.968048 -0.881429
35 C -4.144281 3.473470 0.558927
36 C 0.298137 0.745535 -0.969069
37 Cl -2.017130 -3.948002 -0.263729
38 H 3.911305 1.486661 2.183046
39 H -5.536285 4.337134 -2.142756
40 C 5.519639 -2.382388 2.325104
41 C 3.582375 -4.276894 1.772717
42 H 3.868324 1.799630 -2.288200
43 C -2.582282 -3.117058 -1.705305
44 As 4.486707 -0.210095 0.887150
45 H 4.788981 -5.635530 2.907649
46 H -7.040220 3.396539 -2.254146
47 C 4.689098 -4.624576 2.532855
48 C 4.411645 -2.026020 1.561895

Force components x, y, z for each atom (eV/Å):
0.0 0.0 -0.1
0.0 0.0 0.0
0.0 0.0 0.0
-0.1 0.1 0.0
0.0 0.0 0.0
0.5 0.3 0.2
-0.3 0.2 -0.3
-0.2 0.1 -0.1
0.0 0.0 0.0
0.0 0.0 0.0
0.0 0.0 -0.1
0.0 0.0 0.0
-0.1 -0.1 0.0
0.0 0.0 0.0
0.0 0.0 0.0
0.0 0.0 0.0
0.0 0.0 0.1
0.1 0.1 0.0
-0.2 0.1 0.0
0.0 -0.2 0.0
0.0 0.0 0.0
0.1 -0.2 -0.1
0.0 0.0 0.0
0.0 0.0 0.0
0.0 0.0 0.0
0.0 0.0 0.0
0.0 0.0 0.0
0.3 0.1 0.0
-0.2 -0.1 0.0
0.1 0.0 0.0
0.1 0.0 0.0
-0.1 0.0 -0.1
0.0 -0.2 -0.1
0.0 0.0 0.0
0.0 0.1 0.0
0.2 0.1 0.0
0.0 0.1 -0.1
0.0 0.0 0.0
0.0 0.0 0.0
0.1 0.0 0.0
0.0 -0.1 0.0
0.1 -0.1 0.0
-0.1 -0.1 0.1
-0.2 -0.2 0.5
0.0 0.0 0.0
0.0 0.0 0.0
0.0 0.0 0.0
0.2 0.1 -0.1

As for the spin multiplicity: 1. As for the HOMO-LUMO gap (spin up / spin down): 6.739 / 7.721 eV. The energy relative to the best compared isomer or geometry (same formula, charge and spin) is 36.5 kcal/mol. Its net charge is -1.